C11H18N2O6 | wB97M-V/def2-TZVPD

Output
* SMILES: CCOC(=O)N1CC[C@H](C(=O)NO)C2(C1)OCCO2
* highest occupied orbital energy: -0.335 hartree
* E_LUMO: 0.73 eV
* frontier orbital gap: 9.8 eV
* ΔE to the lowest compared entry with this formula, charge and spin: 0.0 kcal per mole

Last column: Mulliken charge in e.
Positions of all 37 atoms, in Å:
C -0.32 -4.95 1.61  -1.118
C -1.04 -4.00 0.68  -0.287
O -0.18 -2.99 0.18  -0.338
C -0.04 -1.86 0.89  0.789
O -0.52 -1.66 2.02  -0.650
N 0.72 -0.80 0.30  0.232
C 1.21 -0.87 -1.11  -0.814
C 0.28 -0.02 -2.00  -0.831
C 0.24 1.48 -1.53  -0.065
C 1.58 2.17 -1.75  0.027
O 2.53 1.66 -2.36  -0.702
N 1.69 3.48 -1.30  -0.053
O 2.90 4.23 -1.36  -0.447
C -0.23 1.52 -0.05  1.481
C 0.63 0.58 0.80  -1.576
O -0.33 2.78 0.54  -0.579
C -1.56 2.87 1.25  -0.515
C -2.31 1.62 0.87  -0.405
O -1.58 1.09 -0.22  -0.468
H -0.10 -4.41 2.54  0.292
H -0.98 -5.81 1.85  0.371
H 0.60 -5.33 1.17  0.297
H -1.46 -4.58 -0.16  0.353
H -1.90 -3.58 1.19  0.329
H 1.16 -1.89 -1.45  0.425
H 2.27 -0.60 -1.18  0.336
H -0.73 -0.51 -2.06  0.366
H 0.65 -0.11 -3.07  0.429
H -0.47 2.00 -2.15  0.582
H 0.97 3.78 -0.62  0.290
H 3.60 3.72 -1.83  0.356
H 0.24 0.61 1.85  0.560
H 1.63 1.02 0.93  0.124
H -2.08 3.74 0.90  0.347
H -1.38 2.89 2.33  0.272
H -2.33 0.89 1.71  0.236
H -3.34 1.86 0.59  0.357

=====

C21H24IN4OS4SbV | wB97M-V/def2-TZVPD

Output
* charge: +1
* highest occupied orbital energy (alpha / beta): -0.388 / -0.388 hartree
* E_LUMO (alpha / beta): -4.77 / -4.78 eV
* frontier orbital gap (alpha / beta): 5.8 / 5.8 eV
* ΔE to the lowest compared entry with this formula, charge and spin: 0.0 kcal per mole

Last column: Mulliken charge in e.
Positions of all 57 atoms, in Å:
V -0.15 -0.63 0.98  -0.169
S 0.76 -3.13 3.07  -0.275
Sb 2.88 -2.91 1.49  0.503
S -0.67 -2.65 1.80  -0.023
S 1.88 -0.60 0.59  -0.141
S 2.32 -4.44 -0.05  -0.447
C -0.49 -2.32 -1.50  -0.825
N -0.87 -1.14 -0.72  0.862
C -1.91 -0.44 -1.05  -0.059
C -2.16 0.71 -0.27  0.025
C -3.12 1.70 -0.21  -0.835
C -2.74 2.56 0.83  -0.665
C -1.57 2.06 1.36  -0.912
N -1.20 0.95 0.70  0.611
C -0.49 -2.02 -2.98  -0.245
C -1.43 -2.60 -3.82  -0.242
C -1.41 -2.33 -5.18  -0.672
C -0.46 -1.48 -5.70  -0.475
C 0.48 -0.89 -4.87  -0.459
C 0.46 -1.16 -3.51  0.524
H -1.19 -3.12 -1.27  0.534
H 0.48 -2.62 -1.16  -0.107
H -2.52 -0.71 -1.89  0.576
H -4.00 1.79 -0.84  0.517
H -3.25 3.47 1.14  0.472
H -0.96 2.45 2.16  0.587
H -2.17 -3.28 -3.41  0.412
H -2.15 -2.78 -5.82  0.393
H -0.45 -1.27 -6.77  0.396
H 1.23 -0.22 -5.27  0.445
H 1.21 -0.72 -2.85  -0.010
I 4.22 -0.41 -1.83  0.097
C 2.87 1.18 -2.25  0.051
C 3.13 2.01 -3.33  -0.465
C 2.25 3.06 -3.55  -0.358
C 1.16 3.22 -2.70  -0.839
C 1.00 2.31 -1.67  0.013
N 1.84 1.30 -1.46  -0.049
H 3.99 1.85 -3.98  0.421
H 2.41 3.75 -4.38  0.422
H 0.47 4.04 -2.83  0.452
H 0.16 2.39 -0.98  0.097
C 0.10 0.32 6.37  -0.948
N 0.42 0.43 4.95  0.126
C 1.67 1.06 4.55  -0.822
C -0.36 -0.08 4.01  0.815
C -1.68 -0.69 4.36  -1.421
O 0.03 -0.01 2.83  0.162
H 0.87 0.80 6.95  0.288
H 0.03 -0.73 6.68  0.362
H -0.84 0.82 6.61  0.344
H 2.14 1.50 5.42  0.362
H 1.47 1.83 3.82  0.253
H 2.33 0.32 4.11  0.256
H -2.15 -0.21 5.22  0.512
H -1.55 -1.75 4.60  0.312
H -2.34 -0.59 3.50  0.264

=====

C26H33Cl20I2NS | wB97M-V/def2-TZVPD

Output
* SMILES: C/C(I)=C(\I)c1cccc2c1Sc1ccc(C)cc1N2.ClCCl.ClCCl.ClCCl.ClCCl.ClCCl.ClCCl.ClCCl.ClCCl.ClCCl.ClCCl
* highest occupied orbital energy: -0.299 hartree
* E_LUMO: -0.19 eV
* frontier orbital gap: 8.0 eV

Last column: Mulliken charge in e.
Positions of all 83 atoms, in Å:
C -2.52 3.14 2.18  -1.498
C -2.20 2.57 0.81  0.233
I -0.85 3.63 -0.42  0.141
C -2.75 1.43 0.37  -0.882
I -4.08 0.36 1.68  0.179
C -2.46 0.83 -0.99  0.134
C -3.09 1.28 -2.14  -0.584
C -2.82 0.75 -3.40  -1.176
C -1.90 -0.27 -3.54  -0.447
C -1.22 -0.72 -2.41  -0.374
C -1.51 -0.20 -1.17  1.263
S -0.54 -0.90 0.18  0.464
C 1.07 -0.99 -0.62  1.153
C 2.24 -0.65 0.04  -0.666
C 3.42 -0.71 -0.68  -0.243
C 3.42 -1.08 -2.03  0.490
C 4.69 -1.12 -2.91  -1.349
C 2.23 -1.43 -2.66  -0.336
C 1.04 -1.39 -1.95  -1.641
N -0.22 -1.75 -2.59  -0.192
H -1.97 4.08 2.34  0.394
H -3.60 3.39 2.18  0.481
H -2.37 2.43 3.00  0.306
H -3.81 2.10 -2.02  0.451
H -3.32 1.10 -4.30  0.658
H -1.66 -0.72 -4.50  0.489
H 2.18 -0.35 1.08  0.510
H 4.36 -0.43 -0.21  0.461
H 4.43 -1.71 -3.80  0.383
H 4.89 -0.08 -3.22  0.247
H 5.54 -1.57 -2.41  0.247
H 2.16 -1.73 -3.70  0.342
H -0.56 -2.54 -2.04  0.362
Cl 7.28 0.22 -1.43  -0.141
C 6.79 1.88 -1.09  -0.377
Cl 5.04 2.05 -1.30  -0.069
H 7.07 2.11 -0.07  0.245
H 7.28 2.56 -1.77  0.360
Cl 0.11 5.19 -4.89  -0.189
C -1.39 4.91 -3.97  -0.106
Cl -1.78 3.18 -3.87  0.015
H -1.26 5.30 -2.97  0.113
H -2.20 5.42 -4.47  0.139
Cl -5.85 -0.89 5.04  -0.173
C -4.13 -1.05 5.39  0.859
Cl -3.73 -0.39 6.98  -0.202
H -3.85 -2.09 5.36  -0.218
H -3.57 -0.50 4.63  -0.308
Cl -0.58 -0.24 3.40  0.161
C -0.43 -0.13 5.16  0.043
Cl 0.36 -1.57 5.83  -0.170
H 0.16 0.74 5.41  0.060
H -1.42 -0.05 5.60  -0.063
Cl 6.32 -0.04 1.88  -0.123
C 7.09 -1.62 1.64  -0.226
Cl 7.57 -2.35 3.17  -0.171
H 6.38 -2.27 1.14  0.250
H 7.97 -1.48 1.02  0.271
Cl -3.56 4.91 -6.71  -0.132
C -2.60 6.15 -7.53  -0.265
Cl -2.57 7.66 -6.61  -0.143
H -1.59 5.78 -7.63  0.240
H -3.04 6.34 -8.50  0.325
Cl 0.97 -3.82 -0.83  0.071
C 0.70 -5.41 -0.12  -0.506
Cl -0.54 -5.28 1.12  -0.094
H 0.37 -6.11 -0.88  0.308
H 1.63 -5.76 0.33  0.297
Cl -3.36 -3.35 -0.43  -0.031
C -4.88 -3.69 0.41  -0.325
Cl -5.28 -5.41 0.36  -0.179
H -4.78 -3.38 1.44  0.151
H -5.67 -3.13 -0.08  0.342
Cl -0.89 -4.99 6.28  -0.153
C -1.79 -5.43 4.83  -0.083
Cl -3.07 -4.25 4.49  -0.127
H -1.11 -5.45 3.98  0.002
H -2.23 -6.40 4.98  0.335
Cl 2.53 2.23 2.51  -0.112
C 1.09 3.18 2.90  0.551
Cl 0.62 2.97 4.59  -0.189
H 1.30 4.23 2.73  0.394
H 0.27 2.85 2.27  -0.654

=====

C19H43OP3RuS2 | wB97M-V/def2-TZVPD

Output
* charge: +4
* expectation value of S²: 6.04
* highest occupied orbital energy (alpha / beta): -0.684 / -0.683 hartree
* multiplicity: 5
* E_LUMO (alpha / beta): -12.75 / -16.00 eV
* frontier orbital gap (alpha / beta): 5.9 / 2.6 eV
* ΔE to the lowest compared entry with this formula, charge and spin: 65.0 kcal per mole

Last column: Mulliken charge in e.
Positions of all 69 atoms, in Å:
Ru -0.19 0.85 0.34  0.271
P 1.42 1.96 1.39  0.576
P -1.46 0.75 2.09  0.903
P -1.20 2.45 -0.66  0.824
H 0.20 -3.32 -5.88  0.274
C 0.44 -2.32 -6.26  -0.488
C 1.57 -1.64 -6.02  -0.437
H 2.32 -1.89 -5.25  0.235
C 2.59 0.86 2.27  -0.983
C 1.03 3.26 2.67  -1.348
C 2.36 2.96 0.18  -1.017
C -2.92 -0.31 1.90  -1.275
C -0.65 0.02 3.55  -1.310
C -2.25 2.25 2.82  -1.483
C -0.51 2.53 -2.34  -1.041
C -1.01 4.18 -0.09  -1.368
C -2.98 2.20 -0.91  -1.149
H -0.27 -1.91 -6.98  0.266
H 1.82 -0.84 -6.71  0.258
H 2.89 0.06 1.60  0.296
H 2.11 0.41 3.15  0.320
H 3.48 1.40 2.63  0.485
H 0.66 2.79 3.59  0.397
H 0.27 3.95 2.28  0.311
H 1.93 3.85 2.91  0.555
H 2.86 2.30 -0.54  0.230
H 3.11 3.59 0.68  0.533
H 1.67 3.62 -0.37  0.161
H -3.50 -0.22 2.83  0.469
H -2.60 -1.35 1.76  0.361
H -3.53 0.02 1.05  0.374
H -1.19 0.38 4.43  0.525
H 0.40 0.29 3.63  0.112
H -0.73 -1.08 3.49  0.372
H -2.76 1.87 3.72  0.611
H -2.98 2.68 2.13  0.375
H -1.50 3.00 3.11  0.361
H -1.07 3.27 -2.94  0.529
H -0.56 1.54 -2.81  0.332
H 0.56 2.81 -2.30  0.314
H -1.61 4.84 -0.75  0.527
H 0.04 4.50 -0.14  0.366
H -1.37 4.30 0.94  0.365
H -3.36 2.91 -1.65  0.515
H -3.54 2.33 0.03  0.301
H -3.17 1.18 -1.26  0.303
C 0.94 -1.58 -1.95  1.372
C -0.43 -1.34 -1.75  0.388
C -1.37 -2.18 -2.33  -0.969
C -0.96 -3.37 -2.93  -0.568
C 0.40 -3.66 -3.08  -0.794
C 1.34 -2.83 -2.47  -0.970
S 2.08 -0.27 -1.74  0.060
H 3.33 -0.73 -2.15  0.342
H -0.76 -0.48 -1.12  -0.146
H -2.43 -1.90 -2.33  0.535
H -1.72 -4.08 -3.26  0.521
H 0.76 -4.49 -3.71  0.601
H 2.40 -3.08 -2.44  0.586
C 0.30 -4.48 1.43  -1.098
S 0.71 -2.81 2.02  0.901
C 1.41 -3.28 3.61  -1.127
O 1.81 -2.27 1.14  -0.312
H -0.28 -5.01 2.20  0.504
H 1.23 -5.00 1.19  0.455
H -0.31 -4.35 0.52  0.289
H 2.33 -3.87 3.44  0.476
H 1.67 -2.37 4.18  0.349
H 0.69 -3.89 4.20  0.493

=====

C2H4OS | wB97M-V/def2-TZVPD

Output
* SMILES: C=COS
* highest occupied orbital energy: -0.330 hartree
* E_LUMO: -1.31 eV
* frontier orbital gap: 7.7 eV
* ΔE to the lowest compared entry with this formula, charge and spin: 64.0 kcal per mole

Last column: Mulliken charge in e.
Positions of all 8 atoms, in Å:
C -0.54 -0.37 -1.33  -0.784
C -0.31 -0.15 -0.03  0.234
O 0.75 -0.66 0.55  -0.460
S 1.71 0.48 1.92  0.031
H -1.48 -0.13 -1.77  0.246
H 0.19 -0.90 -1.92  0.251
H -1.04 0.37 0.60  0.335
H 0.70 1.36 1.98  0.147